{"formula": "C58H70Ge2N4ReS4", "method": "ωB97M-V with the def2-TZVPD basis set", "e_tot_ev": -225742.4158, "total_charge": 2, "spin_multiplicity": 2, "gap_ev": [5.5, 5.9], "largest_force_ev_per_a": 0.547, "homo_energy_ev": [-12.5, -12.5], "species": ["Re", "N", "C", "C", "N", "C", "C", "N", "H", "H", "H", "H", "H", "H", "H", "H", "H", "H", "H", "H", "H", "C", "C", "C", "C", "C", "C", "C", "C", "C", "C", "C", "C", "C", "C", "C", "Ge", "S", "S", "Ge", "S", "S", "C", "C", "C", "C", "C", "C", "C", "C", "C", "C", "C", "C", "C", "C", "C", "C", "C", "C", "C", "C", "C", "C", "C", "C", "C", "C", "C", "C", "C", "C", "C", "C", "C", "H", "H", "H", "H", "H", "H", "H", "H", "H", "H", "H", "H", "H", "H", "H", "H", "H", "H", "H", "H", "H", "H", "H", "H", "H", "H", "H", "H", "H", "H", "H", "H", "H", "H", "H", "H", "H", "H", "H", "H", "H", "H", "H", "H", "H", "H", "H", "H", "H", "H", "C", "C", "C", "C", "N", "C", "C", "H", "H", "H", "H", "H", "H", "H"], "xyz": [[-0.365, -0.298, -0.501], [-0.632, 1.894, -0.611], [-0.225, 2.605, 0.618], [-0.578, 1.726, 1.798], [0.014, 0.373, 1.603], [1.443, 0.276, 2.007], [2.385, 0.532, 0.842], [1.888, -0.144, -0.381], [-1.629, 2.045, -0.782], [-0.180, 2.305, -1.427], [0.844, 2.809, 0.570], [-0.740, 3.561, 0.701], [-0.246, 2.160, 2.744], [-1.660, 1.593, 1.833], [-0.511, -0.258, 2.206], [1.655, 0.977, 2.818], [1.605, -0.724, 2.409], [2.467, 1.594, 0.624], [3.387, 0.185, 1.103], [2.250, 0.337, -1.201], [2.262, -1.089, -0.446], [-1.621, 6.535, -3.061], [-1.550, 5.262, -3.853], [-0.401, 4.477, -3.855], [-0.299, 3.334, -4.639], [1.001, 2.576, -4.690], [-1.396, 2.948, -5.422], [-2.566, 3.713, -5.424], [-3.774, 3.319, -6.231], [-2.619, 4.862, -4.645], [-1.279, 1.746, -6.296], [-1.026, 1.915, -7.654], [-0.858, 0.815, -8.480], [-0.933, -0.467, -7.956], [-1.196, -0.665, -6.604], [-1.383, 0.451, -5.789], [-1.867, 0.194, -3.935], [-0.011, -0.451, -2.715], [-2.872, 1.860, -2.842], [-3.884, 0.135, -1.818], [-2.623, -0.421, -0.006], [-3.376, -1.353, -3.411], [-5.738, 0.294, -1.284], [-6.635, -0.752, -1.529], [-7.976, -0.574, -1.200], [-8.415, 0.603, -0.621], [-7.512, 1.617, -0.346], [-6.167, 1.476, -0.669], [-5.241, 2.599, -0.333], [-5.059, 3.654, -1.230], [-5.731, 3.702, -2.575], [-4.250, 4.726, -0.854], [-3.651, 4.791, 0.392], [-2.872, 6.007, 0.811], [-3.854, 3.729, 1.276], [-4.645, 2.641, 0.939], [-4.945, 1.578, 1.961], [-6.230, -2.078, -2.078], [-5.656, -3.036, -1.242], [-5.384, -2.784, 0.219], [-5.360, -4.295, -1.764], [-5.645, -4.627, -3.077], [-5.415, -6.015, -3.598], [-6.204, -3.647, -3.899], [-6.497, -2.380, -3.425], [-7.068, -1.339, -4.346], [-1.273, -2.049, -6.063], [-0.157, -2.633, -5.462], [1.181, -1.943, -5.412], [-0.257, -3.936, -4.979], [-1.423, -4.672, -5.107], [-1.490, -6.106, -4.668], [-2.519, -4.073, -5.725], [-2.466, -2.778, -6.210], [-3.656, -2.180, -6.909], [-0.747, 6.657, -2.424], [-2.512, 6.561, -2.433], [-1.673, 7.397, -3.727], [0.456, 4.793, -3.270], [1.765, 3.092, -4.110], [1.362, 2.486, -5.715], [0.909, 1.558, -4.303], [-3.673, 2.329, -6.673], [-3.949, 4.029, -7.040], [-4.665, 3.321, -5.601], [-3.521, 5.465, -4.664], [-0.953, 2.919, -8.053], [-0.660, 0.957, -9.534], [-0.785, -1.329, -8.593], [-8.671, -1.382, -1.390], [-9.459, 0.725, -0.367], [-7.845, 2.534, 0.123], [-6.268, 2.785, -2.808], [-4.992, 3.876, -3.359], [-6.445, 4.526, -2.608], [-4.119, 5.547, -1.549], [-2.841, 6.746, 0.012], [-1.843, 5.771, 1.086], [-3.334, 6.473, 1.681], [-3.439, 3.786, 2.277], [-4.360, 1.735, 2.867], [-4.743, 0.574, 1.585], [-6.000, 1.604, 2.239], [-5.802, -1.841, 0.564], [-4.310, -2.767, 0.419], [-5.815, -3.583, 0.823], [-4.943, -5.047, -1.103], [-4.841, -6.615, -2.894], [-4.889, -6.003, -4.552], [-6.367, -6.521, -3.765], [-6.429, -3.886, -4.932], [-7.072, -1.697, -5.374], [-6.483, -0.418, -4.306], [-8.093, -1.078, -4.076], [1.114, -0.883, -5.653], [1.856, -2.403, -6.135], [1.640, -2.045, -4.428], [0.616, -4.395, -4.529], [-0.697, -6.346, -3.961], [-1.374, -6.769, -5.528], [-2.452, -6.341, -4.214], [-3.434, -4.638, -5.845], [-4.504, -2.862, -6.868], [-3.433, -1.978, -7.957], [-3.959, -1.233, -6.457], [-0.390, -6.673, 0.422], [-0.349, -5.197, 0.202], [-1.189, -4.560, -0.705], [-1.132, -3.193, -0.869], [-0.274, -2.415, -0.183], [0.549, -3.028, 0.687], [0.543, -4.385, 0.906], [-1.084, -7.159, -0.258], [-0.696, -6.892, 1.446], [0.600, -7.107, 0.283], [-1.904, -5.120, -1.291], [-1.791, -2.694, -1.569], [1.239, -2.394, 1.227], [1.231, -4.810, 1.624]]}